1.
The following is a quantum chemistry calculation of a structure of composition C20H47BeCl6N3O7 in a non-equilibrium geometry, from OMol25.

Structure (ORCA input):
```
! RIJCOSX wB97M-V def2-TZVPD def2/J DEFGRID3
* xyz 3 2
Be -0.15 2.11 -1.04
C 0.23 -2.79 -0.78
C 1.63 -3.30 -1.15
C 1.96 -3.93 -2.55
O 3.28 -4.27 -2.59
C 3.58 -5.29 -3.57
N 2.56 -2.05 -1.08
H 2.31 -1.67 -0.18
H 3.56 -2.23 -1.14
H 2.37 -1.38 -1.81
H 0.29 -2.53 0.27
H -0.49 -3.59 -0.94
H -0.11 -1.89 -1.29
H 1.90 -4.02 -0.38
H 1.52 -3.51 -3.46
H 1.38 -4.85 -2.49
H 3.28 -5.09 -4.60
H 3.20 -6.23 -3.17
H 4.65 -5.51 -3.53
C 5.02 1.19 0.81
C 5.21 2.53 0.09
C 6.31 3.40 0.70
O 6.79 4.47 -0.16
C 5.86 5.56 -0.24
N 5.64 2.07 -1.29
H 4.98 1.49 -1.78
H 5.66 2.86 -1.92
H 6.54 1.64 -1.16
H 5.98 0.80 1.16
H 4.49 0.40 0.29
H 4.39 1.39 1.68
H 4.31 3.09 -0.14
H 7.22 2.91 1.03
H 5.91 3.78 1.64
H 5.64 5.89 0.78
H 4.97 5.21 -0.77
H 6.18 6.55 -0.57
Cl 0.89 0.58 2.01
O 1.66 -0.62 2.13
O -0.39 0.34 1.40
O 0.68 1.21 3.27
O 1.50 1.60 1.23
C -4.88 0.17 0.94
C -4.48 -0.43 -0.41
C -5.76 -1.14 -1.00
C -6.74 -0.25 -1.63
C -6.03 0.43 -2.78
C -4.82 1.28 -2.36
N -3.95 0.40 -1.53
O -2.64 1.00 -1.20
C -4.19 1.66 -3.76
C -5.28 2.61 -1.75
C -3.54 -1.57 -0.07
H -3.99 0.66 1.33
H -5.24 -0.54 1.68
H -5.75 0.84 0.96
H -5.42 -1.90 -1.69
H -6.21 -1.68 -0.17
H -7.26 0.44 -0.97
H -7.53 -0.88 -2.03
H -6.73 1.02 -3.37
H -5.75 -0.25 -3.59
H -4.80 2.24 -4.44
H -3.33 2.33 -3.68
H -3.84 0.77 -4.27
H -5.51 2.52 -0.69
H -4.47 3.33 -1.84
H -6.11 2.99 -2.35
H -4.01 -2.16 0.71
H -2.60 -1.30 0.40
H -3.25 -2.30 -0.83
Cl -2.16 -2.95 5.58
C -1.49 -1.52 4.75
C -2.46 -0.34 4.81
Cl -2.72 0.26 6.43
H -1.46 -1.79 3.69
H -0.50 -1.31 5.17
H -3.45 -0.59 4.43
H -2.01 0.48 4.26
C 3.54 0.33 5.28
Cl 4.65 -0.46 4.08
Cl 4.49 1.27 6.47
Cl 2.48 -0.85 6.07
H 2.84 0.89 4.67
*
```

Values from the calculation:
- Strongest force on any atom: 0.0892 Eh/bohr
- ⟨S²⟩: 1.747
- E_HOMO (alpha / beta): -0.560 / -0.560 Ha
- Relative energy (zero: lowest compared OMol25 entry of this formula, charge and spin): 24.98 kcal/mol
- Lowest unoccupied orbital energy (alpha / beta): -0.4532 / -0.4606 Eh
- Electronic energy: -4255.44589 a.u.



2.
The following is a quantum chemistry calculation of a structure of composition C21H36P2TeZn in a non-equilibrium geometry, from OMol25.

Structure (ORCA input):
```
! RIJCOSX wB97M-V def2-TZVPD def2/J DEFGRID3
* xyz 0 1
P 0.71 -3.14 -1.20
P 0.06 2.90 1.42
C -0.02 1.03 -0.48
C 0.47 2.41 -0.32
H -1.03 1.12 -0.95
H 0.66 0.51 -1.17
H 1.55 2.48 -0.46
H -0.01 3.15 -0.98
C -1.78 2.88 1.29
H -2.21 3.61 1.99
H -2.19 1.89 1.53
H -2.11 3.15 0.28
C 0.62 4.62 1.16
H 0.71 4.84 0.08
H 1.61 4.73 1.62
H -0.06 5.34 1.61
C -0.27 -4.66 -1.33
H -0.02 -5.31 -0.47
H -0.09 -5.22 -2.25
H -1.33 -4.43 -1.23
C 2.47 -3.51 -1.07
H 2.80 -3.10 -0.10
H 3.09 -3.08 -1.88
H 2.64 -4.60 -1.01
Zn -0.72 -1.02 -0.52
C 0.42 0.92 -3.32
C -0.89 1.26 -3.29
C -2.10 0.47 -3.70
C -1.71 -0.99 -3.65
C -1.10 -1.46 -2.39
C 0.17 -2.28 -2.78
C 1.39 -1.51 -3.27
C 1.13 -0.17 -4.04
C -1.00 -1.50 1.35
H 1.11 1.70 -3.00
H -1.17 2.25 -3.07
H -2.46 0.66 -4.74
H -2.94 0.64 -3.02
H -2.52 -1.70 -3.83
H -0.99 -1.20 -4.43
H -1.84 -2.08 -1.90
H -0.16 -3.01 -3.53
H 2.05 -2.13 -3.93
H 2.01 -1.23 -2.39
H 2.13 0.25 -4.26
H 0.69 -0.38 -5.02
H -0.58 -0.86 2.18
H -0.56 -2.48 1.62
H -2.07 -1.42 1.56
Te 1.08 0.68 2.23
C 0.68 0.77 4.32
C -0.39 1.54 4.81
C -0.65 1.54 6.19
C 0.17 0.82 7.07
C 1.26 0.09 6.57
C 1.52 0.07 5.19
H -0.99 2.12 4.11
H -1.48 2.13 6.58
H -0.03 0.85 8.14
H 1.91 -0.44 7.27
H 2.37 -0.50 4.80
*
```

Values from the calculation:
- Strongest force on any atom: 0.0427 Eh/bohr
- E_HOMO (alpha / beta): -0.242 / -0.215 Ha
- Relative energy (zero: lowest compared OMol25 entry of this formula, charge and spin): 0.00 kcal/mol
- Lowest unoccupied orbital energy (alpha / beta): -0.0141 / -0.0300 Eh
- Electronic energy: -3551.50876 a.u.



3.
The following is a quantum chemistry calculation of a structure of composition CH5IOSi in a non-equilibrium geometry, from OMol25.

Structure (ORCA input):
```
! RIJCOSX wB97M-V def2-TZVPD def2/J DEFGRID3
* xyz 0 1
C -0.79 -0.95 0.13
O 0.23 1.77 0.37
Si 0.43 0.37 -0.42
I 2.73 -0.41 0.08
H -0.62 -1.33 1.10
H -2.00 -0.30 0.17
H -0.99 -1.80 -0.51
H 0.99 2.08 0.98
H 0.03 0.57 -1.91
*
```

Values from the calculation:
- Strongest force on any atom: 0.0853 Eh/bohr
- E_HOMO: -0.362 Ha
- Relative energy (zero: lowest compared OMol25 entry of this formula, charge and spin): 15.53 kcal/mol
- Lowest unoccupied orbital energy: 0.0190 Eh
- Electronic energy: -703.57717 a.u.



4.
The following is a quantum chemistry calculation of a cluster of 2 separate species, C3H10NS in total in a non-equilibrium geometry, from OMol25.

Structure (ORCA input):
```
! RIJCOSX wB97M-V def2-TZVPD def2/J DEFGRID3
* xyz -2 2
C -1.61 -1.31 0.25
S -2.13 0.43 0.06
H -0.51 -1.58 0.18
H -2.14 -1.64 1.16
H -2.09 -1.95 -0.55
C 2.62 -0.48 0.54
C 1.62 0.58 0.22
N 1.38 0.73 -1.20
H 3.58 -0.41 0.07
H 2.84 -0.52 1.62
H 2.38 -1.55 0.28
H 0.76 0.38 0.78
H 2.11 1.49 0.57
H 1.27 -0.22 -1.45
H 0.47 1.20 -1.35
*
```

Values from the calculation:
- Strongest force on any atom: 0.0431 Eh/bohr
- ⟨S²⟩: 0.751
- E_HOMO (alpha / beta): 0.154 / 0.006 Ha
- Relative energy (zero: lowest compared OMol25 entry of this formula, charge and spin): 7.96 kcal/mol
- Lowest unoccupied orbital energy (alpha / beta): 0.2271 / 0.2250 Eh
- Electronic energy: -573.08794 a.u.



5.
The following is a quantum chemistry calculation of a cluster of 2 separate species, C4H12 in total in a non-equilibrium geometry, from OMol25.

Structure (ORCA input):
```
! RIJCOSX wB97M-V def2-TZVPD def2/J DEFGRID3
* xyz 0 1
C 1.23 0.53 -1.80
C 1.68 1.50 -0.71
H 0.50 -0.21 -1.46
H 0.71 0.84 -2.74
H 2.12 -0.12 -1.88
H 0.90 1.94 -0.13
H 2.38 0.94 -0.05
H 2.27 2.48 -1.13
C -1.14 -1.34 0.69
C -1.84 -0.63 1.82
H -1.89 -1.37 -0.12
H -0.17 -0.89 0.25
H -0.71 -2.36 0.95
H -1.92 0.40 1.60
H -1.30 -0.83 2.73
H -2.82 -0.90 1.98
*
```

Values from the calculation:
- Strongest force on any atom: 0.0578 Eh/bohr
- SMILES: CC.CC
- E_HOMO: -0.406 Ha
- Relative energy (zero: lowest compared OMol25 entry of this formula, charge and spin): 25.42 kcal/mol
- Lowest unoccupied orbital energy: 0.0402 Eh
- Electronic energy: -159.54447 a.u.